A structure of composition C30H47AlBrClCs2F5MgN3NaO9. Source: OMol25; level of theory: ωB97M-V/def2-TZVPD.

Geometry as XYZ:
```
101
Properties=species:S:1:pos:R:3:forces:R:3
C 0.427365 -0.563145 2.773987 -0.1 -1.0 0.4
C -0.890739 -1.253134 3.227723 0.3 0.4 0.0
C -2.181467 -0.402234 2.992829 0.1 -0.6 0.2
C -2.161982 0.334513 1.667803 -0.1 -0.7 0.0
C -2.006106 -0.425762 0.502321 -0.9 0.7 0.4
C -1.878017 -1.927466 0.457571 -0.5 0.6 0.3
O -1.009162 -2.461071 -0.128262 1.0 -0.6 -0.6
O -2.760008 -2.761790 1.128519 0.5 -0.2 -0.3
F -4.018628 -2.172811 1.155663 -0.6 0.6 0.1
C -1.982582 0.248374 -0.711384 0.1 -0.9 0.2
C -2.119163 1.612808 -0.783521 0.0 -0.8 -1.2
C -2.071810 2.235501 -2.147823 0.1 0.7 0.2
O -0.927842 3.120373 -2.264464 -0.7 -1.3 3.2
C 0.230616 2.558840 -1.674080 -0.2 0.2 0.1
C 0.643003 1.306161 -2.114723 0.3 -0.2 0.1
C 1.771595 0.707938 -1.595682 0.8 -1.2 0.3
C 2.300033 -0.645810 -2.070104 0.2 1.0 -0.8
C 2.501650 1.371523 -0.616108 -0.3 0.4 0.0
C 2.078749 2.615900 -0.179497 0.5 -0.1 0.1
C 0.945665 3.261894 -0.699918 0.2 0.1 0.1
C 0.592114 4.651629 -0.171225 0.8 1.6 -0.2
C 1.823419 5.374698 0.555879 -0.8 -0.5 -0.7
C 0.062657 5.672487 -1.289480 -0.1 -0.3 0.6
N -2.294198 2.318670 0.341663 0.3 0.8 0.0
C -2.462314 3.774934 0.271213 -0.9 1.6 0.2
C -3.966535 4.259559 0.175505 0.3 -0.8 -0.8
C -5.007849 3.180259 0.506074 -0.6 0.9 0.1
O -4.171829 4.729195 -1.158199 0.0 0.0 0.3
C -2.312004 1.727565 1.536486 -0.9 -1.1 1.7
C -2.503174 2.523331 2.794633 0.3 0.9 -0.6
C -1.031463 2.843140 3.260114 -0.2 -1.2 0.1
O -0.751634 3.858384 3.783646 -1.4 1.6 0.7
H 1.180202 -1.382126 2.614060 -1.2 1.3 -0.1
H 0.358975 -0.031808 1.815756 0.1 0.1 0.4
H 0.823069 0.053096 3.592701 0.0 0.3 -0.6
H -0.803107 -1.437260 4.309087 -0.2 0.0 -0.3
H -1.001937 -2.251654 2.775697 0.1 0.4 0.0
H -2.348087 0.227039 3.870331 0.1 0.1 -0.4
H -3.033164 -1.103878 2.963938 0.2 0.4 0.1
H -1.844718 -0.361311 -1.601157 -0.1 0.4 0.1
H -2.973592 2.819546 -2.367553 0.5 0.1 -0.1
H -2.010646 1.445118 -2.910018 -0.1 0.3 0.2
H 0.124901 0.763894 -2.906284 0.1 0.7 0.4
H 2.942556 -0.420657 -2.942872 -0.2 -0.3 0.2
H 2.969344 -1.104147 -1.334076 -0.5 -0.1 -0.1
H 1.509209 -1.323403 -2.421486 0.2 0.0 0.4
H 3.404599 0.933071 -0.191186 -0.3 0.0 -0.1
H 2.688175 3.061060 0.606629 -0.5 0.0 -0.1
H -0.185536 4.588742 0.598976 0.5 -0.1 -0.2
H 2.619072 5.596113 -0.259732 -3.8 -5.4 6.9
H 1.436477 6.391105 0.892458 0.5 -1.1 -0.2
H 2.214523 4.803714 1.406919 -0.2 0.2 0.0
H 0.080475 5.276489 -2.312888 0.1 0.1 0.3
H 0.630177 6.634540 -1.285021 -1.1 -0.7 0.2
H -0.986211 5.914466 -1.060094 0.4 0.2 -0.3
H -2.014705 4.274323 1.140428 0.0 -0.7 -0.2
H -1.954762 4.205653 -0.596671 -0.2 -0.6 0.1
H -4.063330 5.150941 0.808493 0.0 -0.3 0.0
H -5.009733 2.369564 -0.241847 0.3 0.1 0.4
H -4.947930 2.814977 1.538658 0.1 -0.2 -0.4
H -5.995859 3.661099 0.412737 0.3 -0.2 0.1
H -4.545774 4.025913 -1.702587 -0.2 0.2 0.1
H -2.992933 3.491148 2.622901 0.2 -0.4 0.1
H -3.127273 2.016028 3.538493 0.5 -0.1 -0.2
H -0.179231 2.143964 3.052274 -0.7 -0.1 -0.1
Br -0.400618 3.595393 -4.339331 0.5 0.4 -3.1
Na -0.824554 -0.460219 -4.147567 -0.1 -0.3 -0.8
Cl 1.713870 3.074861 3.273184 1.8 -0.3 -0.7
Cs 3.095869 6.719378 -1.384893 3.8 6.0 -6.6
O -0.795709 -4.045509 -3.693159 -0.2 0.0 0.0
C -1.559829 -5.005781 -3.308852 0.2 2.2 2.3
C -1.904316 -5.994889 -4.584422 -0.6 -1.9 -2.7
O -2.694593 -6.960244 -4.180773 0.0 1.6 -1.7
H -2.544056 -4.725860 -2.881524 -0.3 0.1 -0.7
H -1.160238 -5.678282 -2.522238 0.8 0.0 -0.5
H -0.922558 -6.293100 -4.995203 0.2 -0.2 0.7
H -2.290889 -5.337206 -5.378821 -0.5 0.4 0.6
Cs -2.010557 -8.038626 -2.166508 0.4 -1.7 2.1
C 2.631386 -7.395017 1.746997 0.0 -0.1 0.0
O 2.178642 -8.448830 1.326978 0.0 0.1 0.0
N 3.652285 -7.334684 2.645191 0.1 0.0 0.2
N 2.142309 -6.183107 1.346032 -0.1 0.0 -0.1
H 4.034333 -6.475074 3.003595 -0.1 -0.1 -0.2
H 4.034419 -8.207277 2.960760 0.0 0.0 0.0
H 1.386610 -6.200307 0.690035 0.0 0.1 0.0
H 2.491718 -5.299964 1.672609 0.0 0.0 0.0
Mg 2.642699 -2.624359 2.914658 1.0 -0.8 0.2
C 6.719319 -4.603521 5.306240 -0.1 0.0 0.1
C 6.464269 -5.418986 4.053725 0.5 0.4 -0.1
O 6.404091 -4.572895 2.902384 -0.3 -0.2 0.0
H 5.932333 -3.860530 5.444296 0.0 -0.1 0.0
H 6.757663 -5.243713 6.188543 0.0 0.0 0.0
H 7.663791 -4.059938 5.227602 0.0 -0.1 0.0
H 5.512385 -5.942741 4.126707 0.0 0.1 0.0
H 7.255933 -6.160227 3.906559 -0.1 -0.1 0.1
H 7.249570 -4.116975 2.832676 -0.1 0.0 0.0
F -3.116952 2.314010 -7.370648 0.5 0.2 -0.2
Al -2.159407 3.254139 -8.467094 0.1 0.3 -0.2
F -1.819416 2.334553 -9.870432 -0.1 0.2 0.7
F -0.666480 3.673329 -7.681978 -0.7 -0.3 -0.2
F -2.999768 4.683027 -8.891416 0.3 -0.6 0.3
```
Positions in Å, forces in eV/Å.

gap between HOMO and LUMO: 1.63 eV
lowest unoccupied orbital energy: -0.2503 hartree
M: 1144.2 g mol⁻¹
net charge: +1
highest occupied orbital energy: -8.4 eV

***

A structure of composition C10H25AsBrN3O3P. Source: OMol25; level of theory: ωB97M-V/def2-TZVPD.

Geometry as XYZ:
```
44
Properties=species:S:1:pos:R:3:forces:R:3
C -1.217206 -0.939560 1.737266 0.0 0.2 -0.3
As -0.123260 0.785714 1.410170 0.2 -0.2 -0.5
C 1.630507 -0.260793 1.248715 0.3 0.2 -0.3
C 2.008233 -0.656938 -0.176148 -0.2 -0.4 0.3
C 1.016914 -1.593907 -0.887296 0.6 0.0 -0.3
C 1.705780 -2.454523 -1.950810 0.0 0.0 -0.1
N 0.924690 -2.504290 -3.206334 -0.3 -0.2 0.2
C -0.414565 -2.989799 -3.000448 -0.1 0.4 -0.2
N -1.427718 -2.409305 -3.483686 0.2 -0.2 0.2
N -0.539625 -4.173026 -2.197893 0.3 0.2 0.1
C -1.841432 1.872280 1.649874 -0.3 0.1 -0.4
C -2.195705 2.851034 0.515642 0.0 0.1 0.3
C -1.046251 3.709311 -0.029284 -0.1 0.1 0.0
C -0.416864 3.118250 -1.262699 -0.7 -0.3 -1.1
O -1.061073 2.711659 -2.211720 0.9 0.4 1.1
O 0.962697 3.159507 -1.295329 -0.3 0.1 0.1
P 0.124235 0.953707 3.861762 -0.1 -0.1 0.8
O 1.610168 0.271905 4.235493 -0.2 0.1 -0.4
Br 0.597663 3.190394 4.129363 0.1 0.0 -0.1
H -1.804210 -0.829662 2.645758 -0.1 -0.1 0.1
H -0.608047 -1.837959 1.763073 0.1 -0.1 0.2
H -1.894360 -1.020903 0.885460 -0.1 0.0 -0.1
H 0.743684 2.098692 1.274477 0.0 0.1 0.0
H -0.365873 0.730871 -0.154079 0.0 0.0 0.0
H 2.401564 0.418239 1.618060 0.0 0.1 0.1
H 1.665215 -1.134725 1.898098 -0.2 -0.1 0.1
H 2.161586 0.230078 -0.794588 0.0 0.1 -0.1
H 2.972281 -1.172503 -0.137304 0.2 0.0 -0.1
H 0.540463 -2.249567 -0.165370 -0.2 0.0 0.1
H 0.261585 -0.995683 -1.387986 -0.3 0.0 0.1
H 1.882292 -3.462087 -1.570930 0.0 -0.1 0.1
H 2.674714 -2.031544 -2.207273 0.1 0.1 -0.1
H 1.366179 -3.178720 -3.823231 0.2 0.1 -0.1
H -1.114313 -1.558631 -3.945060 0.0 0.1 -0.1
H -0.869146 -4.930785 -2.775858 -0.2 -0.2 0.0
H -1.220708 -3.997808 -1.472990 -0.2 -0.1 0.0
H -2.646659 1.140066 1.694097 -0.1 -0.1 0.1
H -1.872429 2.411445 2.595179 0.3 0.0 0.2
H -2.946864 3.542429 0.902861 -0.1 0.0 0.0
H -2.676763 2.336075 -0.311770 0.1 -0.1 -0.2
H -0.306951 3.912070 0.737446 0.2 -0.1 0.0
H -1.446377 4.678636 -0.334564 -0.1 0.1 -0.2
H 1.261777 2.251766 -1.171169 0.2 -0.2 -0.1
H 1.544171 0.008590 5.151024 0.2 -0.1 0.4
```
Positions in Å, forces in eV/Å.

gap between HOMO and LUMO: 6.32 eV
lowest unoccupied orbital energy: 0.1030 hartree
M: 421.1 g mol⁻¹
net charge: -1
highest occupied orbital energy: -3.5 eV

***

A cluster of 10 separate species, C16H54N18O10 in total. Source: OMol25; level of theory: ωB97M-V/def2-TZVPD.

Geometry as XYZ:
```
98
Properties=species:S:1:pos:R:3:forces:R:3
C -1.624430 1.093419 -1.185552 -0.5 0.8 -0.2
C -0.430110 0.262559 -0.797982 -0.6 -0.9 0.6
C -0.813050 -0.968751 0.132028 1.5 1.3 1.2
O 0.417600 -1.619661 0.692378 -2.8 -0.9 -0.3
C 0.052350 -2.940421 1.305998 -0.1 1.8 -0.1
N 0.262890 -0.176801 -1.977082 -0.5 0.5 0.1
H -1.283830 1.962869 -1.747832 0.4 -0.1 -0.5
H -2.059620 1.624819 -0.339192 -0.5 -0.6 0.4
H -2.372190 0.621629 -1.823012 -0.2 -0.3 0.2
H 0.140170 1.023849 -0.265702 0.7 -0.7 0.4
H -1.503460 -1.694281 -0.298132 0.3 -0.1 -0.5
H -1.311750 -0.575221 1.017768 -0.3 0.1 0.2
H -0.536240 -3.505891 0.583568 0.6 -0.3 -0.1
H -0.597390 -2.787451 2.167708 -0.1 0.3 0.1
H 0.964650 -3.378591 1.710728 0.0 -0.2 -0.6
H -0.408380 -0.691381 -2.529072 0.4 -0.6 -0.2
H 1.087830 -0.698171 -1.716802 0.1 -0.5 -0.5
C 2.299290 1.955139 3.865348 0.7 1.3 -0.5
C 1.110880 1.450209 3.109188 0.4 -2.2 0.3
C -0.097150 2.412719 3.078798 1.1 -1.8 -0.2
O -0.767800 2.319039 4.340258 -1.6 -0.4 -0.7
C -2.028330 1.480899 4.300798 1.5 2.0 0.4
N 1.504980 0.890739 1.784318 -0.5 1.1 0.6
H 3.207610 1.355259 3.808898 -0.3 -0.7 0.1
H 2.034440 2.103549 4.912218 0.1 0.4 -0.1
H 2.630910 2.856929 3.350658 0.0 0.7 0.5
H 0.830510 0.622109 3.760138 -0.8 -0.3 -0.2
H -0.702620 2.054099 2.246388 -0.4 0.2 0.0
H 0.349880 3.366989 2.800178 -0.7 0.7 0.5
H -2.831180 2.071119 3.858998 0.1 0.0 -0.6
H -2.330860 1.433859 5.346908 0.4 -0.6 0.0
H -1.892330 0.522779 3.799188 0.2 0.0 0.3
H 0.944850 0.064969 1.627948 0.0 -0.1 -0.2
H 2.456630 0.555379 1.828988 0.2 0.0 0.0
C -0.376300 -0.510131 -5.640602 0.2 -2.7 -0.6
O 0.341620 -1.491061 -5.567032 -0.2 -1.4 -1.0
N -0.161220 0.488559 -4.897162 1.1 5.3 3.5
N -1.497960 -0.321411 -6.358122 -1.0 -1.2 -1.6
H -0.739970 1.310649 -4.993682 0.5 0.0 0.5
H 0.433010 0.399849 -4.085292 0.2 0.3 -0.1
H -1.917070 0.596889 -6.324042 -0.3 -0.8 -0.6
H -1.741750 -1.098241 -6.955782 -0.4 0.7 -0.2
C -4.551140 3.287309 -1.835212 -3.3 -2.1 -1.4
O -5.764450 3.045379 -1.693262 0.9 0.4 0.1
N -3.775780 3.656799 -0.854432 1.3 1.2 1.9
N -3.920380 3.028309 -2.991212 0.8 0.1 -1.8
H -4.229410 3.679559 0.047678 0.6 0.4 -0.1
H -2.829880 3.926719 -1.083602 0.0 -0.1 0.8
H -4.400460 2.551539 -3.741092 -0.1 0.3 0.4
H -2.945100 3.242759 -3.142642 0.0 -0.2 0.1
C -5.622910 -1.635031 0.036028 4.2 -1.7 -1.6
O -4.943670 -2.526321 -0.449322 -0.2 -1.4 -0.2
N -6.853510 -1.661651 0.332628 -6.4 -0.9 1.2
N -5.043190 -0.512591 0.325928 2.6 4.2 0.9
H -7.325140 -2.549031 0.433788 0.0 0.3 -0.3
H -7.312390 -0.814901 0.636838 -0.1 -0.5 0.1
H -5.519500 0.338569 0.588138 0.2 -0.2 -0.1
H -4.047460 -0.490741 0.158118 -0.3 0.3 -0.1
C -0.075180 5.186579 -3.431972 2.5 -0.2 0.3
O -0.340900 4.049189 -3.091962 -0.9 -1.0 -0.1
N -0.802350 6.233769 -3.240382 -4.5 2.4 1.4
N 1.103130 5.597239 -3.921132 2.3 -1.6 -1.2
H -1.661550 6.010559 -2.758682 -0.2 0.8 -0.2
H -0.648980 7.131239 -3.677562 -0.1 -0.5 0.1
H 1.527040 6.452489 -3.591062 -0.2 -0.3 -0.1
H 1.690050 4.777999 -3.987922 1.0 0.1 -0.4
C 2.808080 1.869499 -3.643092 -0.5 1.9 -0.5
O 2.722770 2.584689 -4.612512 -0.9 2.2 -2.5
N 3.758080 1.026189 -3.539962 4.4 -3.7 -0.7
N 2.075030 1.979299 -2.580882 -2.2 0.6 2.9
H 3.812160 0.307139 -2.832752 -0.3 -0.1 -0.1
H 4.206330 0.854669 -4.428642 0.2 -0.2 0.3
H 2.092330 1.179729 -1.964042 -0.5 0.4 0.1
H 1.266620 2.582129 -2.637252 -0.1 -0.3 0.2
C 1.290840 -1.629631 5.220018 -4.6 -2.5 1.1
O 0.117600 -1.848901 5.526998 -0.9 0.5 0.3
N 1.995000 -0.690311 5.711578 2.9 4.9 2.4
N 1.937740 -2.445011 4.471998 2.6 -2.5 -3.1
H 2.984910 -0.628951 5.520748 -0.3 0.2 0.2
H 1.572290 -0.023331 6.341308 0.1 -0.2 -0.3
H 1.614280 -3.390071 4.322498 0.1 0.2 -0.3
H 2.860960 -2.151671 4.186148 0.0 -0.8 -0.3
C 3.368430 -1.936341 -1.188892 1.9 -1.4 0.9
O 2.927620 -1.202501 -1.994972 -2.4 3.6 -4.0
N 2.859660 -2.221831 -0.056282 -3.2 -0.6 4.3
N 4.514250 -2.549811 -1.295162 3.7 -1.5 -1.3
H 1.894570 -1.975361 0.110888 0.0 0.3 0.1
H 3.220600 -2.979221 0.506008 0.0 -0.1 0.0
H 5.058480 -2.417651 -2.135672 0.2 0.0 0.5
H 4.901590 -2.746121 -0.383282 0.9 -0.5 -0.5
C 2.299920 -6.839521 3.079878 0.9 1.1 0.6
O 1.772260 -5.784561 3.308118 -1.4 1.8 0.3
N 2.555070 -7.728101 4.058418 -0.4 -0.9 0.7
N 2.830630 -7.187211 1.915818 0.6 -1.6 -1.7
H 2.285600 -7.406421 4.977118 0.4 -0.6 0.0
H 3.158880 -8.502031 3.820628 -0.2 0.1 1.0
H 3.397330 -8.015571 2.028878 0.3 0.2 -0.9
H 3.088060 -6.532311 1.191298 -0.2 0.3 0.2
```
Positions in Å, forces in eV/Å.

gap between HOMO and LUMO (alpha / beta): 1.56 / 8.30 eV
lowest unoccupied orbital energy (alpha / beta): 0.0639 / 0.0637 hartree
M: 658.7 g mol⁻¹
multiplicity: 2
net charge: -1
highest occupied orbital energy (alpha / beta): 0.2 / -6.6 eV

***

Number 1: DFT total energy -168461.5153 eV. Number 2: DFT total energy -161556.7351 eV. Number 3: DFT total energy -64767.1979 eV.